{
  "formula": "C4H7NO2",
  "method": "wB97M-V/def2-TZVPD",
  "smiles": "C[C@@]12OCCN1O2",
  "homo_lumo_gap_ev": 10.22,
  "symbols": ["C", "C", "O", "C", "C", "N", "O", "H", "H", "H", "H", "H", "H", "H"],
  "xyz": [[0.2333, 1.7684, 1.2826], [0.3710, 0.5068, 0.5449], [-0.6082, -0.4348, 0.8195], [-0.6240, -1.4967, -0.1772], [-0.0924, -0.9247, -1.4872], [0.7277, 0.3159, -1.1322], [1.5232, -0.0222, 0.1095], [1.2557, 2.1445, 1.4586], [-0.4713, 1.6616, 2.0893], [-0.0300, 2.6587, 0.6653], [-1.6451, -1.8854, -0.2194], [0.0147, -2.3298, 0.2593], [0.2861, -1.6737, -2.1625], [-0.9407, -0.2886, -2.0504]],
  "forces_ev_per_a": [[1.225, 1.877, -1.210], [-0.937, -2.490, -4.000], [-0.122, 0.586, -0.408], [0.911, -0.771, 1.438], [-2.128, 3.792, 0.201], [-0.877, -0.634, 2.177], [0.974, -0.065, 0.352], [-0.277, -0.655, 1.131], [0.225, 0.105, 0.499], [-0.729, -1.053, -0.109], [0.113, 0.243, -0.050], [-0.518, 0.952, -0.892], [0.711, 0.004, -0.091], [1.432, -1.890, 0.963]]
}

***

{
  "formula": "C4H7NO2",
  "method": "wB97M-V/def2-TZVPD",
  "smiles": "C/C(CC=O)=N\\O",
  "homo_lumo_gap_ev": 10.44,
  "symbols": ["C", "C", "C", "C", "O", "N", "O", "H", "H", "H", "H", "H", "H", "H"],
  "xyz": [[-0.8203, -1.1752, 0.3481], [-0.1170, 0.1495, 0.4440], [1.3696, 0.2807, 0.2079], [1.4046, 0.0417, -1.2827], [1.6006, -1.0510, -1.7567], [-0.7007, 1.2834, 0.5265], [-2.0776, 1.1673, 0.5428], [-1.4276, -1.3327, 1.2440], [-1.5071, -1.1813, -0.5062], [-0.1171, -2.0032, 0.2273], [1.9924, -0.4588, 0.7176], [1.6599, 1.2954, 0.4918], [1.0857, 0.9033, -1.9082], [-2.3455, 2.0808, 0.7037]],
  "forces_ev_per_a": [[-0.046, 0.011, 0.052], [-0.155, 0.322, 0.077], [-0.017, -0.028, 0.070], [0.184, -0.362, -0.213], [0.068, 0.465, -0.024], [0.410, -0.370, -0.001], [-0.357, 0.161, 0.207], [0.058, -0.003, -0.090], [0.100, 0.052, 0.134], [-0.052, 0.227, 0.054], [-0.274, -0.017, -0.028], [0.042, -0.139, -0.207], [0.168, -0.122, 0.039], [-0.130, -0.197, -0.069]]
}

***

{
  "formula": "C4H7NO2",
  "method": "wB97M-V/def2-TZVPD",
  "homo_lumo_gap_ev": [8.37, 8.37],
  "symbols": ["N", "C", "O", "C", "C", "C", "O", "H", "H", "H", "H", "H", "H", "H"],
  "xyz": [[-0.2275, -0.8768, 1.0620], [-0.0056, 0.5946, 1.2439], [0.5953, 0.9670, 2.2164], [-0.3320, 1.2891, -0.0341], [0.5302, 0.3568, -1.0880], [0.0871, -1.0220, -0.8013], [0.2598, 0.2722, -2.3732], [0.3514, -1.3839, 1.7273], [-1.1990, -1.1572, 1.1831], [-0.1082, 2.3631, 0.0308], [-1.3838, 1.1509, -0.3295], [1.5926, 0.5354, -0.8071], [-0.9346, -1.2195, -1.1086], [0.7745, -1.8699, -0.9218]],
  "forces_ev_per_a": [[-0.024, -0.075, 0.024], [0.349, -0.122, 0.029], [-0.470, -0.188, -0.621], [-0.093, -0.170, -0.294], [0.010, 0.149, 0.678], [0.066, -0.227, 0.464], [-0.112, 0.373, -0.337], [-0.040, 0.037, 0.035], [0.120, 0.159, 0.010], [0.135, -0.482, -0.167], [0.239, -0.008, 0.135], [-0.079, -0.012, -0.067], [0.112, 0.080, 0.082], [-0.212, 0.488, 0.029]]
}

***

Record-wise energy above the lowest of the compared OMol25 structures with the same formula, charge and spin values, in kcal/mol: 104.2 62.0 91.3